No. 1
Here is 11 unconnected molecules or ions with the total composition C44H110N6O11 from the Open Molecules 2025 dataset. Energies are from ωB97M-V/def2-TZVPD.

Last column: Mulliken charge in e.
Atoms and positions in Å:
C (2.894, -0.674, -1.234)  -0.09
O (2.961, 0.582, -0.686)  -0.45
H (1.982, -0.789, -1.839)  -0.11
H (3.776, -0.775, -1.786)  0.41
H (2.933, -1.416, -0.421)  0.04
H (2.972, 0.504, 0.281)  0.35
C (-3.220, 3.271, 5.324)  -0.57
O (-3.530, 2.083, 4.682)  -0.41
H (-2.985, 4.037, 4.535)  0.27
H (-4.122, 3.545, 5.916)  0.25
H (-2.368, 3.031, 5.971)  0.14
H (-4.005, 2.343, 3.864)  0.20
C (2.989, -0.788, 2.818)  -0.61
O (2.528, 0.328, 2.114)  -0.38
H (2.819, -0.667, 3.877)  0.17
H (2.570, -1.740, 2.493)  0.05
H (4.097, -0.785, 2.645)  0.35
H (1.688, 0.616, 2.511)  0.28
C (-5.637, 2.511, 0.976)  -0.71
O (-4.658, 1.880, 1.806)  -0.56
H (-5.382, 2.251, -0.062)  0.27
H (-6.657, 1.995, 1.220)  0.23
H (-5.677, 3.607, 1.140)  0.25
H (-3.840, 1.670, 1.335)  0.29
C (2.105, 5.429, 5.667)  -0.33
O (3.458, 5.092, 5.623)  -0.58
H (2.025, 6.449, 6.066)  0.27
H (1.626, 5.300, 4.741)  0.14
H (1.611, 4.664, 6.337)  0.07
H (3.550, 4.140, 5.414)  0.49
C (-1.731, -3.074, -5.961)  -1.58
C (-0.833, -2.384, -7.022)  1.79
C (-1.617, -1.220, -7.712)  -1.32
C (-1.976, -0.060, -6.760)  -0.61
C (-0.710, 0.435, -6.029)  -1.02
C (0.247, -0.665, -5.469)  2.23
N (0.405, -1.787, -6.459)  -0.14
O (1.110, -2.840, -5.728)  -0.48
C (1.635, -0.100, -5.206)  -1.76
C (-0.270, -1.101, -4.091)  -0.37
C (-0.384, -3.428, -8.046)  -2.07
H (-1.234, -3.909, -5.468)  0.22
H (-2.609, -3.494, -6.503)  0.49
H (-2.305, -2.507, -5.234)  0.41
H (-1.021, -0.818, -8.546)  0.39
H (-2.572, -1.560, -8.197)  0.38
H (-2.803, -0.334, -6.033)  0.24
H (-2.399, 0.820, -7.249)  0.52
H (-0.883, 1.181, -5.226)  -0.48
H (-0.129, 0.937, -6.768)  0.72
H (2.112, -0.079, -6.182)  0.60
H (1.568, 0.879, -4.795)  0.21
H (2.206, -0.876, -4.663)  0.34
H (-1.355, -0.965, -3.958)  0.26
H (0.017, -2.155, -3.889)  -0.52
H (0.242, -0.497, -3.368)  0.04
H (-1.298, -3.910, -8.474)  0.37
H (0.147, -4.255, -7.585)  0.47
H (0.079, -3.008, -8.873)  0.47
H (1.800, -3.162, -6.322)  0.34
C (-2.623, 4.654, -1.696)  -2.05
C (-1.310, 4.762, -2.554)  1.67
C (-0.992, 6.201, -2.898)  -1.17
C (0.288, 6.350, -3.587)  -0.82
C (1.470, 5.765, -2.804)  -1.17
C (1.163, 4.303, -2.388)  1.84
N (-0.208, 4.187, -1.723)  0.11
O (-0.516, 2.753, -1.592)  0.86
C (1.424, 3.332, -3.597)  -1.93
C (2.125, 4.032, -1.231)  -1.69
C (-1.666, 3.944, -3.800)  -1.92
H (-2.496, 5.300, -0.756)  0.36
H (-3.033, 3.659, -1.470)  0.29
H (-3.443, 5.146, -2.281)  0.48
H (-1.890, 6.505, -3.392)  0.42
H (-0.942, 6.777, -1.992)  0.35
H (0.457, 7.381, -3.835)  0.48
H (0.339, 5.891, -4.551)  0.38
H (1.642, 6.312, -1.809)  0.39
H (2.420, 5.806, -3.372)  0.33
H (1.356, 3.884, -4.527)  0.38
H (2.502, 2.989, -3.698)  0.43
H (0.776, 2.535, -3.345)  0.34
H (3.149, 4.211, -1.582)  0.64
H (1.846, 4.671, -0.368)  0.47
H (1.990, 2.993, -0.816)  -0.29
H (-2.526, 4.426, -4.178)  0.69
H (-1.933, 2.967, -3.566)  0.19
H (-0.884, 3.953, -4.546)  0.34
H (-0.935, 2.631, -0.726)  -0.45
C (-1.917, -4.055, -1.754)  -1.13
C (-0.597, -4.786, -1.565)  2.41
C (0.531, -3.911, -1.003)  -0.09
C (1.653, -4.680, -0.406)  -0.74
C (1.032, -5.598, 0.688)  -0.75
C (0.062, -6.638, 0.143)  1.70
N (-0.988, -5.900, -0.612)  0.09
O (-1.838, -6.890, -1.187)  -0.47
C (0.805, -7.748, -0.519)  -1.73
C (-0.661, -7.193, 1.377)  -1.76
C (-0.198, -5.344, -2.924)  -1.69
H (-2.698, -4.737, -1.960)  0.57
H (-1.861, -3.261, -2.537)  -0.06
H (-2.150, -3.560, -0.761)  -0.01
H (0.781, -3.297, -1.878)  -0.30
H (0.193, -3.138, -0.274)  -0.20
H (2.324, -3.974, 0.069)  0.37
H (2.234, -5.215, -1.208)  0.33
H (0.434, -4.961, 1.412)  -0.36
H (1.719, -6.167, 1.305)  0.61
H (0.206, -8.467, -1.067)  0.42
H (1.630, -7.413, -1.239)  0.25
H (1.306, -8.385, 0.251)  0.41
H (-0.006, -7.827, 1.958)  0.46
H (-0.980, -6.343, 2.021)  0.18
H (-1.544, -7.839, 1.074)  0.35
H (-0.058, -4.589, -3.711)  -0.14
H (-1.018, -6.033, -3.199)  0.64
H (0.754, -5.918, -2.881)  0.23
H (-1.338, -7.314, -1.919)  0.33
C (5.557, 2.738, 6.440)  -1.50
C (4.398, 1.816, 6.162)  0.29
C (3.439, 1.889, 7.338)  -1.04
O (2.325, 1.181, 6.909)  -0.13
C (1.266, 1.083, 7.917)  -0.89
N (3.704, 2.438, 5.038)  -0.47
H (5.212, 3.738, 6.725)  0.40
H (6.138, 2.720, 5.495)  0.36
H (6.104, 2.412, 7.291)  0.44
H (4.683, 0.817, 5.924)  0.42
H (3.123, 2.849, 7.608)  0.45
H (3.900, 1.518, 8.218)  0.50
H (0.726, 2.018, 7.746)  0.30
H (1.642, 1.025, 8.903)  0.39
H (0.621, 0.222, 7.803)  0.19
H (2.788, 2.045, 4.810)  -0.03
H (4.286, 2.433, 4.169)  0.22
C (-2.828, -1.827, 2.252)  -0.44
C (-2.403, -1.816, 3.748)  -0.09
C (-1.124, -2.585, 3.886)  0.01
O (-0.978, -2.885, 5.282)  -0.45
C (0.312, -3.280, 5.557)  -0.56
N (-2.247, -0.424, 4.202)  -0.30
H (-3.133, -2.920, 2.000)  0.42
H (-2.002, -1.473, 1.709)  -0.76
H (-3.736, -1.228, 2.144)  0.43
H (-3.110, -2.467, 4.271)  0.34
H (-0.271, -1.923, 3.606)  -0.22
H (-1.082, -3.421, 3.273)  0.42
H (0.722, -4.231, 5.138)  0.25
H (0.366, -3.550, 6.644)  0.31
H (1.081, -2.525, 5.335)  0.14
H (-2.049, -0.425, 5.180)  0.28
H (-2.983, 0.223, 3.937)  0.11
C (0.277, 3.058, 1.544)  -1.43
C (-0.509, 1.975, 2.223)  -0.30
C (-0.637, 0.801, 1.190)  0.51
O (-1.879, 0.970, 0.531)  0.66
C (-2.129, 0.014, -0.455)  0.01
N (0.178, 1.323, 3.397)  -0.09
H (-0.244, 3.404, 0.628)  0.20
H (1.294, 2.741, 1.347)  0.10
H (0.334, 3.956, 2.161)  0.58
H (-1.480, 2.232, 2.533)  0.53
H (-0.590, -0.199, 1.636)  -0.13
H (0.232, 0.828, 0.434)  0.01
H (-1.514, 0.218, -1.327)  0.08
H (-3.148, 0.056, -0.829)  0.28
H (-1.905, -0.977, -0.048)  -0.52
H (-0.323, 0.515, 3.738)  -0.21
H (0.287, 2.003, 4.109)  0.21

**Spin multiplicity**: 1
**SMILES**: CC1(C)CCCC(C)(C)N1O.CC1(C)CCCC(C)(C)N1O.CC1(C)CCCC(C)(C)N1O.COC[C@H](C)N.COC[C@H](C)N.COC[C@H](C)N.CO.CO.CO.CO.CO


No. 2
Here is 23 unconnected molecules or ions with the total composition C44H113N7O16 from the Open Molecules 2025 dataset. Energies are from ωB97M-V/def2-TZVPD.

Last column: Mulliken charge in e.
Atoms and positions in Å:
C (2.625, -3.103, -1.487)  -0.51
O (1.384, -2.949, -0.773)  0.21
H (3.326, -3.707, -0.920)  0.36
H (2.390, -3.535, -2.465)  0.13
H (3.049, -2.143, -1.607)  -0.06
H (1.612, -2.987, 0.189)  -0.21
C (-1.506, -3.335, 3.348)  -0.97
O (-0.635, -2.432, 2.509)  1.23
H (-1.056, -3.442, 4.355)  0.18
H (-2.491, -2.912, 3.415)  0.22
H (-1.605, -4.342, 2.874)  0.26
H (-0.879, -2.593, 1.573)  -0.36
C (1.585, -2.670, 6.180)  -0.22
O (0.280, -3.166, 6.518)  -0.49
H (2.397, -2.896, 6.897)  0.36
H (1.798, -3.055, 5.193)  0.07
H (1.577, -1.591, 6.126)  0.02
H (0.079, -2.702, 7.343)  0.30
C (1.363, -6.188, 1.192)  -0.69
O (0.315, -5.522, 0.580)  -0.34
H (1.951, -5.525, 1.822)  0.18
H (0.964, -7.057, 1.748)  0.25
H (2.052, -6.554, 0.421)  0.29
H (0.668, -4.824, 0.070)  0.24
C (-4.637, 4.149, 0.313)  -0.82
O (-3.840, 2.995, 0.515)  -0.02
H (-4.335, 4.928, 1.038)  0.24
H (-4.337, 4.536, -0.653)  0.31
H (-5.705, 4.014, 0.380)  0.25
H (-4.104, 2.348, -0.167)  0.21
C (5.059, 1.684, 1.678)  -0.17
O (4.726, 0.727, 2.747)  -0.59
H (5.750, 1.195, 1.022)  0.22
H (4.139, 1.992, 1.162)  -0.24
H (5.406, 2.606, 2.132)  0.36
H (3.898, 1.129, 3.041)  0.49
C (-3.687, 0.569, -2.493)  -0.49
O (-4.119, 0.737, -1.085)  -0.49
H (-3.373, 1.565, -2.840)  0.27
H (-2.762, -0.025, -2.566)  0.12
H (-4.443, 0.149, -3.145)  0.50
H (-4.523, -0.106, -0.876)  -0.02
C (-1.161, 5.302, -0.362)  -1.01
O (-1.390, 3.814, -0.293)  0.19
H (-0.701, 5.581, 0.614)  0.23
H (-0.474, 5.578, -1.150)  0.33
H (-2.086, 5.861, -0.517)  0.35
H (-2.259, 3.561, 0.123)  -0.09
C (1.819, 3.821, 0.503)  0.52
O (2.170, 4.430, 1.738)  -0.52
H (0.778, 3.542, 0.639)  -0.56
H (2.031, 4.467, -0.367)  0.51
H (2.410, 2.918, 0.428)  -0.30
H (3.070, 4.677, 1.646)  0.28
C (-0.950, -0.432, 5.329)  -0.84
O (-1.588, 0.772, 4.919)  0.00
H (-0.233, -0.731, 4.554)  0.00
H (-0.434, -0.343, 6.276)  0.43
H (-1.715, -1.206, 5.444)  0.49
H (-2.468, 0.570, 4.544)  -0.09
C (6.719, -2.016, -1.253)  -0.42
O (6.947, -2.159, -2.650)  -0.52
H (5.646, -2.061, -1.028)  0.10
H (7.357, -2.712, -0.688)  0.39
H (7.128, -1.042, -0.996)  0.18
H (6.684, -3.044, -2.958)  0.30
C (-3.874, 0.176, 2.395)  0.07
O (-4.168, 0.342, 3.761)  -0.68
H (-3.314, 0.993, 1.907)  -0.08
H (-3.351, -0.765, 2.295)  -0.13
H (-4.859, -0.016, 1.938)  0.45
H (-4.900, 0.913, 4.003)  0.26
C (1.602, 2.074, 4.524)  -0.30
O (2.224, 1.803, 3.264)  -0.45
H (0.516, 1.908, 4.401)  -0.47
H (1.959, 1.456, 5.328)  0.43
H (1.813, 3.104, 4.808)  0.43
H (2.220, 2.606, 2.717)  0.18
C (0.262, 3.436, -3.021)  -0.05
O (-0.941, 2.752, -2.940)  -0.37
H (0.117, 4.489, -3.238)  0.29
H (0.806, 3.450, -2.121)  -0.37
H (0.857, 2.981, -3.793)  0.13
H (-1.335, 3.032, -2.059)  0.15
C (-2.437, 2.137, 8.130)  -0.70
O (-1.190, 2.036, 7.428)  -0.48
H (-3.254, 2.478, 7.459)  0.25
H (-2.775, 1.150, 8.449)  0.27
H (-2.393, 2.827, 8.949)  0.30
H (-1.473, 1.881, 6.518)  0.17
C (2.671, -1.531, 2.001)  0.19
O (2.010, -2.788, 1.889)  -0.71
H (3.412, -1.572, 2.774)  0.55
H (3.161, -1.195, 1.055)  -0.21
H (1.957, -0.722, 2.211)  -0.45
H (1.080, -2.688, 2.180)  0.37
C (2.937, -0.419, -4.676)  0.45
C (4.123, -1.383, -4.930)  -0.26
C (3.575, -2.765, -5.501)  -0.13
C (3.115, -2.650, -6.925)  0.05
N (2.712, -2.624, -7.963)  -0.44
H (3.395, 0.531, -4.353)  -1.01
H (2.403, -0.776, -3.806)  -0.05
H (2.318, -0.319, -5.553)  0.57
H (4.628, -1.661, -3.996)  -0.11
H (4.869, -0.899, -5.582)  0.50
H (2.711, -3.139, -4.909)  -0.17
H (4.399, -3.464, -5.489)  0.51
C (-0.997, 4.664, 5.524)  -1.22
C (-0.873, 4.806, 3.989)  -0.52
C (-1.592, 3.686, 3.231)  4.36
C (-3.021, 3.723, 3.509)  -0.23
N (-4.083, 3.851, 3.870)  -0.75
H (-0.754, 3.616, 5.837)  0.14
H (-2.023, 4.796, 5.896)  0.32
H (-0.362, 5.394, 6.031)  0.44
H (0.179, 4.720, 3.682)  0.27
H (-1.279, 5.771, 3.617)  0.47
H (-1.170, 2.690, 3.534)  -1.30
H (-1.482, 3.832, 2.143)  -1.92
C (-0.888, -0.055, -5.028)  0.27
C (-1.743, 0.776, -5.959)  -0.60
C (-1.280, 2.250, -6.034)  0.23
C (0.103, 2.423, -6.453)  0.25
N (1.215, 2.422, -6.746)  -0.57
H (0.163, -0.006, -5.318)  -0.18
H (-1.147, -1.106, -5.061)  0.22
H (-0.868, 0.359, -4.018)  -0.15
H (-2.802, 0.774, -5.660)  0.29
H (-1.696, 0.322, -6.990)  0.33
H (-1.406, 2.766, -5.054)  -0.33
H (-1.948, 2.805, -6.670)  0.49
C (-1.197, -3.725, -3.449)  -0.88
C (-1.327, -5.165, -2.897)  -0.64
C (-2.323, -5.264, -1.754)  -0.44
C (-2.114, -4.227, -0.784)  -0.01
N (-1.903, -3.389, -0.038)  -0.35
H (-0.463, -3.663, -4.243)  0.50
H (-0.813, -3.000, -2.692)  -0.06
H (-2.149, -3.370, -3.857)  0.41
H (-0.335, -5.540, -2.591)  0.25
H (-1.635, -5.826, -3.722)  0.43
H (-2.184, -6.152, -1.119)  0.31
H (-3.391, -5.291, -2.065)  0.22
C (-5.249, -2.584, -1.514)  0.69
C (-6.586, -2.781, -0.779)  -0.63
C (-7.364, -4.063, -1.145)  -0.62
C (-6.550, -5.255, -0.798)  0.29
N (-5.798, -6.042, -0.546)  -0.43
H (-4.795, -3.551, -1.684)  -0.25
H (-4.542, -2.062, -0.880)  -0.57
H (-5.294, -2.074, -2.496)  0.22
H (-7.241, -1.968, -1.083)  0.36
H (-6.482, -2.776, 0.310)  0.28
H (-7.623, -4.133, -2.209)  0.29
H (-8.281, -4.124, -0.556)  0.36
C (5.790, 0.920, -2.766)  -0.47
C (5.493, 1.959, -3.908)  -0.97
C (4.246, 2.742, -3.563)  1.25
C (4.369, 3.620, -2.363)  -0.09
N (4.433, 4.309, -1.420)  -0.63
H (4.993, 0.203, -2.650)  -0.35
H (5.980, 1.369, -1.824)  0.57
H (6.609, 0.280, -3.063)  0.40
H (5.285, 1.451, -4.826)  0.27
H (6.315, 2.654, -4.125)  0.47
H (3.409, 2.122, -3.324)  -0.94
H (4.008, 3.360, -4.464)  0.52
C (-0.377, 0.867, 1.247)  0.37
C (-0.495, -0.292, 0.284)  2.82
C (-0.107, 0.011, -1.160)  0.61
C (1.275, 0.512, -1.296)  -0.02
N (2.334, 0.898, -1.322)  -0.32
H (-0.755, 0.597, 2.187)  -0.01
H (-0.868, 1.777, 0.919)  -0.47
H (0.668, 1.159, 1.355)  0.23
H (-1.543, -0.659, 0.241)  0.10
H (0.089, -1.157, 0.563)  -2.00
H (-0.795, 0.685, -1.623)  -0.33
H (-0.207, -0.934, -1.710)  -0.54

**Spin multiplicity**: 1


Number 1: Kohn-Sham gap 9.3 eV, HOMO level -0.320 Ha. Number 2: Kohn-Sham gap 9.6 eV, HOMO level -0.349 Ha.